1.
ORCA calculation (ωB97M-V with the def2-TZVPD basis set) on a molecular structure, C47H42BrLaN7O6PS4 in a non-equilibrium geometry.

Values from the calculation:
HOMO level in Ha: -0.0810
Frontier orbital gap in hartree: 0.2097
Net charge: -2
E_LUMO in eV: 3.503
F_max in eV/A: 1.37

```
109
Properties=species:S:1:pos:R:3:lowdin_charge:R:1
La -0.1096 1.6639 -1.1009 1.960
Br 6.9563 3.7015 -2.5954 0.631
C 5.0562 3.5372 -2.4388 -0.696
C 4.2934 3.2979 -3.5824 -0.141
C 2.9223 3.2245 -3.4902 -0.006
C 2.2521 3.4060 -2.2571 -0.394
O 0.9606 3.4039 -2.1913 -0.275
C 3.0607 3.5738 -1.0958 -0.146
C 2.5031 3.5781 0.2513 -0.089
N 1.2552 3.5334 0.5386 0.050
C 0.8295 3.7877 1.8602 -0.194
C 1.5436 4.5449 2.7522 -0.022
C 1.0305 4.8791 4.0216 -0.082
C -0.2282 4.5003 4.3732 -0.060
C -1.0109 3.7434 3.4709 -0.210
C -2.3237 3.3304 3.7943 -0.029
C -3.0312 2.5889 2.9073 -0.056
C -2.4221 2.2354 1.6852 -0.176
N -1.2093 2.5856 1.3453 0.047
C -0.4859 3.3558 2.2242 -0.184
C 4.4509 3.6488 -1.2106 -0.091
H 4.7876 3.1613 -4.5365 0.091
H 2.3031 3.0245 -4.3572 0.113
H 3.2530 3.6097 1.0503 0.128
H 2.5194 4.9183 2.4695 0.101
H 1.6441 5.4496 4.7080 0.097
H -0.6459 4.7597 5.3385 0.107
H -2.7339 3.5998 4.7610 0.115
H -4.0335 2.2419 3.1188 0.101
H -2.9645 1.6294 0.9742 0.065
H 5.0483 3.7793 -0.3157 0.106
N 0.2940 -0.0991 0.9656 -0.043
N 1.5644 -0.7059 0.7608 -0.010
C 2.5633 0.1350 0.1879 -0.757
O 3.7252 -0.0696 0.5179 0.018
O 2.1218 0.9752 -0.6728 -0.282
H -0.3981 -0.8345 1.0639 0.009
H 0.3053 0.3902 1.8642 -0.006
H 1.9256 -1.1792 1.5804 0.125
O -0.3850 1.9622 -4.4472 0.031
C -0.2392 0.8004 -4.0967 -0.646
O -0.5983 0.2973 -2.9613 -0.338
C 0.4698 -0.2070 -4.9788 -0.136
C 0.2834 -0.1555 -6.3567 -0.029
C 0.8960 -1.0826 -7.1809 -0.096
C 1.7361 -2.0444 -6.6269 -0.095
C 1.9408 -2.0839 -5.2576 -0.089
C 1.3018 -1.1798 -4.4066 -0.284
P 1.4623 -1.2870 -2.5445 1.177
C 3.2576 -1.7607 -2.4612 -0.335
C 3.8667 -2.6290 -1.5594 -0.095
C 5.2485 -2.7786 -1.5205 -0.094
C 6.0613 -2.0274 -2.3513 -0.104
C 5.4784 -1.0912 -3.1976 -0.083
C 4.1018 -0.9578 -3.2408 -0.104
C 0.4437 -2.8289 -2.3564 -0.310
C 0.7424 -3.8807 -1.4883 -0.088
C -0.1519 -4.9249 -1.2805 -0.102
C -1.3826 -4.9341 -1.9181 -0.116
C -1.7008 -3.8912 -2.7783 -0.101
C -0.8020 -2.8575 -2.9947 -0.094
H -0.3615 0.6162 -6.7588 0.114
H 0.7236 -1.0618 -8.2508 0.091
H 2.2258 -2.7711 -7.2652 0.092
H 2.6083 -2.8277 -4.8382 0.108
H 3.2853 -3.1674 -0.8275 0.077
H 5.6865 -3.4666 -0.8075 0.096
H 7.1384 -2.1371 -2.3127 0.090
H 6.0976 -0.4493 -3.8125 0.097
H 3.6738 -0.1917 -3.8776 0.104
H 1.6746 -3.8969 -0.9483 0.067
H 0.1176 -5.7280 -0.6047 0.094
H -2.0907 -5.7340 -1.7363 0.089
H -2.6605 -3.8716 -3.2811 0.097
H -1.0792 -2.0467 -3.6558 0.098
S -2.8169 2.7294 -1.7853 0.490
C -3.3197 1.0985 -1.5176 -0.825
C -4.5965 0.6257 -1.9074 -0.120
C -4.9592 -0.6728 -1.6458 -0.107
C -4.0604 -1.5289 -1.0023 -0.119
C -2.8272 -1.0104 -0.6638 -0.201
N -2.4633 0.2521 -0.8924 -0.080
H -5.2611 1.3113 -2.4154 0.086
H -5.9360 -1.0349 -1.9515 0.092
H -4.2939 -2.5656 -0.7976 0.092
H -2.0902 -1.6448 -0.1861 0.079
C 2.7258 0.6106 7.4456 -0.180
O 2.0887 0.9401 6.2225 -0.281
C 0.9179 0.3326 5.8893 -1.377
S 0.2295 -0.8009 6.9545 0.404
S 0.2913 0.8403 4.4091 0.561
H 3.6108 1.2462 7.4822 0.078
H 3.0106 -0.4416 7.4748 0.062
H 2.0762 0.8059 8.2991 0.055
S -2.4308 -1.0523 2.7345 0.691
C -3.9325 -1.4689 3.3129 -0.855
N -5.0535 -1.3972 2.5475 0.011
C -6.3452 -1.9301 2.9449 -0.190
C -6.1471 -3.0063 3.9981 -0.181
C -5.3274 -2.4204 5.1338 -0.191
N -4.0980 -1.8731 4.5942 0.004
H -4.8669 -1.2057 1.5736 0.096
H -6.8423 -2.3310 2.0612 0.116
H -6.9810 -1.1349 3.3510 0.113
H -5.5998 -3.8430 3.5572 0.121
H -7.1090 -3.3683 4.3636 0.109
H -5.0757 -3.1843 5.8695 0.117
H -5.9104 -1.6453 5.6457 0.115
H -3.2500 -1.8616 5.1416 0.123
```

***

2.
ORCA calculation (ωB97M-V with the def2-TZVPD basis set) on a molecular structure, C47H42GeN6Ti in a non-equilibrium geometry.

Values from the calculation:
HOMO level (alpha / beta) in Ha: -0.0156 / -0.0155
Frontier orbital gap (alpha / beta) in hartree: 0.1802 / 0.1801
Net charge: -2
E_LUMO (alpha / beta) in eV: 4.480 / 4.479
F_max in eV/A: 4.39

```
97
Properties=species:S:1:pos:R:3:lowdin_charge:R:1
Ti -0.2324 -0.3056 -1.3211 1.075
C -3.0200 -0.1241 1.3954 -0.097
C -3.5039 0.4457 0.2626 -0.127
C -3.2068 -0.1079 -1.0978 -0.178
C -2.7387 -1.3493 -1.1777 -0.295
C -2.1722 -1.9872 -0.0852 -0.113
C -1.8918 -1.1587 1.2140 -0.395
H -3.2694 0.2678 2.4214 0.094
H -4.1444 1.3590 0.3390 0.090
H -3.6097 0.3701 -2.0078 0.086
H -2.9560 -1.9119 -2.0904 0.095
H -2.0102 -3.0891 -0.0908 0.076
H -1.8224 -1.7951 2.0752 0.081
C -3.1821 -3.8083 -4.8471 -0.146
C -2.1887 -4.1738 -3.9567 -0.095
C -1.2699 -3.2046 -3.4789 -0.026
C -1.3340 -1.8785 -3.8757 -0.326
C -2.2818 -1.5380 -4.7624 -0.064
C -3.2291 -2.4877 -5.2547 -0.086
N -0.4164 -0.9307 -3.2773 -0.018
C 0.3918 -0.1208 -4.1024 -0.249
C 0.3879 -0.0721 -5.4912 -0.068
C 1.4171 0.5876 -6.1940 -0.132
C 2.4788 1.1762 -5.4965 -0.138
C 2.4959 1.1209 -4.0996 -0.051
C 1.4678 0.5184 -3.4111 -0.224
N 1.4095 0.3041 -2.0221 -0.151
N 2.6187 0.0272 -1.2998 0.029
C 2.4376 -1.0651 -0.5867 -0.394
C 3.5268 -1.5945 0.2271 -0.046
C 3.4042 -2.8256 0.7581 -0.118
C 2.1808 -3.5735 0.5339 -0.124
C 1.1648 -2.9517 -0.1254 -0.200
N 1.2300 -1.7381 -0.6517 -0.015
H -3.9211 -4.5421 -5.2103 0.093
H -2.1107 -5.2152 -3.6164 0.095
H -0.4887 -3.4670 -2.7574 0.110
H -2.3479 -0.4928 -5.0768 0.097
H -4.0164 -2.1595 -5.9511 0.094
H -0.3912 -0.6134 -6.0504 0.095
H 1.4001 0.6016 -7.2853 0.078
H 3.2950 1.6616 -6.0366 0.079
H 3.3367 1.5341 -3.5206 0.106
H 4.4407 -0.9755 0.3349 0.108
H 4.2121 -3.2545 1.3759 0.096
H 2.0325 -4.5915 0.9505 0.088
H 0.1986 -3.4537 -0.2456 0.093
C -0.1168 4.4126 0.2083 -0.046
C -0.5341 3.4655 -0.8802 -0.373
C -1.1300 3.7558 -2.1284 -0.023
C -1.3633 2.5147 -2.7099 -0.404
N -0.9691 1.6132 -1.8860 -0.100
N -0.4408 2.1664 -0.7769 0.018
C -1.9395 2.1841 -4.0343 -0.035
H 0.2830 5.3607 -0.2265 0.071
H 0.6544 3.9665 0.8557 0.051
H -0.9878 4.6789 0.8624 0.072
H -1.3540 4.7500 -2.5540 0.089
H -0.8400 0.5739 0.4967 -0.019
H -2.5784 3.0117 -4.3889 0.071
H -2.5562 1.2630 -3.9688 0.056
H -1.1356 1.9976 -4.7942 0.077
C -0.5995 -0.3680 0.9847 -0.345
Ge 0.2952 0.1635 2.4884 0.953
C -0.8739 0.8009 3.9791 -0.275
C -1.4135 2.0731 3.9253 -0.116
C -2.3591 2.5247 4.8796 -0.103
C -2.7835 1.6814 5.8836 -0.149
C -2.2680 0.4077 5.9573 -0.102
C -1.3025 -0.0329 4.9940 -0.088
C 1.6279 1.5910 2.2686 -0.258
C 1.8995 2.4641 3.3171 -0.137
C 2.9402 3.4305 3.2413 -0.115
C 3.7304 3.5166 2.1052 -0.140
C 3.4829 2.6659 1.0379 -0.083
C 2.4345 1.7050 1.1010 -0.069
C 1.2622 -1.2814 3.4198 -0.262
C 0.7544 -2.5854 3.4450 -0.119
C 1.3668 -3.6133 4.2054 -0.111
C 2.5154 -3.3432 4.9446 -0.135
C 3.0577 -2.0484 4.9237 -0.106
C 2.4255 -1.0279 4.1690 -0.091
H -1.0958 2.7602 3.1007 0.113
H -2.7644 3.5407 4.8149 0.093
H -3.5276 2.0213 6.6132 0.092
H -2.5991 -0.2662 6.7502 0.087
H -0.8817 -1.0581 5.0650 0.097
H 1.2786 2.4147 4.2316 0.094
H 3.1242 4.1023 4.0827 0.084
H 4.5413 4.2525 2.0510 0.089
H 4.0959 2.7274 0.1295 0.100
H 2.2709 1.0692 0.2439 0.039
H -0.1623 -2.8212 2.8395 0.105
H 0.9348 -4.6348 4.2057 0.097
H 2.9919 -4.1333 5.5344 0.085
H 3.9733 -1.8233 5.4997 0.090
H 2.8640 -0.0076 4.1589 0.097
```

***

3.
ORCA calculation (ωB97M-V with the def2-TZVPD basis set) on 6 unconnected molecules or ions with the total composition C47H43BFO16S in a non-equilibrium geometry.

Values from the calculation:
HOMO level in Ha: -0.1832
Frontier orbital gap in hartree: 0.1589
Net charge: -1
E_LUMO in eV: -0.661
F_max in eV/A: 1.72

```
109
Properties=species:S:1:pos:R:3:lowdin_charge:R:1
C -3.0100 -3.2261 4.8922 0.016
C -2.4392 -2.4395 6.0366 -0.551
O -2.3479 -2.8635 7.1610 0.094
O -2.0360 -1.2119 5.6634 -0.016
C -2.1139 -0.2196 6.7058 -0.156
C -1.6880 1.1893 6.2515 -0.155
C -0.9447 1.3691 4.9078 -0.201
C 0.2774 2.2986 5.0834 -0.124
B 0.9342 2.8430 3.7057 -0.646
O 0.7821 1.8579 2.5664 -0.020
C 0.7882 2.6246 1.4139 -0.334
C 2.2196 2.9062 0.9371 -0.141
C 2.9971 1.6133 0.7614 -0.195
F 3.8021 1.3176 1.8562 -0.055
C -0.0042 3.9030 1.8151 -0.728
S 0.3863 5.4819 0.9245 0.839
O -1.4487 3.7041 1.7152 0.051
C -1.9024 3.0793 0.6121 -0.461
O -1.6960 3.4589 -0.5118 0.108
C -2.7235 1.8787 0.9185 -0.127
C -2.1602 0.7531 1.4973 -0.001
C -2.9557 -0.3426 1.7735 -0.064
C -4.3146 -0.3170 1.4854 -0.089
C -4.8742 0.8070 0.8972 -0.085
C -4.0798 1.9054 0.6132 -0.027
O 0.2878 4.0813 3.1142 -0.002
H -3.8472 -2.6882 4.4556 0.083
H -2.2510 -3.3306 4.1183 0.086
H -3.2904 -4.2137 5.2402 0.080
H -3.1525 -0.2045 7.0419 0.120
H -1.5251 -0.5397 7.5621 0.114
H -2.5758 1.8213 6.2408 0.104
H -1.0450 1.5781 7.0416 0.098
H -0.5783 0.4282 4.5103 0.104
H -1.6215 1.8496 4.2021 0.104
H 1.0432 1.6790 5.5652 0.096
H 0.0153 3.1308 5.7392 0.087
H 2.1394 3.0978 3.8739 0.098
H 0.3107 2.1099 0.5676 0.145
H 2.7532 3.5753 1.6101 0.111
H 2.1836 3.3797 -0.0464 0.105
H 3.6260 1.6446 -0.1313 0.107
H 2.3038 0.7775 0.6367 0.114
H 1.7060 5.3363 0.9581 -0.155
H -1.1083 0.7234 1.7585 0.114
H -2.4964 -1.1957 2.2422 0.095
H -4.9343 -1.1722 1.7218 0.094
H -5.9318 0.8150 0.6746 0.099
H -4.5148 2.7789 0.1464 0.121
C -2.0097 2.9969 -3.8022 0.020
C -2.7595 2.1631 -3.0866 0.021
C -3.7567 1.2791 -3.7357 -0.382
O -4.4463 0.5093 -3.1009 0.102
C -3.8871 1.3585 -5.2173 0.013
C -3.1334 2.1902 -5.9296 0.009
C -2.1325 3.0749 -5.2739 -0.394
O -1.4427 3.8204 -5.9414 0.086
H -1.2738 3.6423 -3.3390 0.127
H -2.6632 2.0934 -2.0122 0.096
H -4.6214 0.7028 -5.6695 0.116
H -3.2050 2.2662 -7.0078 0.115
C 4.3751 4.4926 5.6257 0.036
C 5.5710 4.4533 6.2089 0.010
C 5.7347 4.7407 7.6527 -0.399
O 6.8258 4.7091 8.1878 0.078
C 4.5132 5.0697 8.4301 0.006
C 3.3157 5.1089 7.8527 0.025
C 3.1495 4.8276 6.3999 -0.369
O 2.0719 4.8581 5.8624 0.137
H 4.2186 4.2793 4.5757 0.117
H 6.4758 4.2095 5.6666 0.116
H 4.6608 5.2724 9.4837 0.114
H 2.4106 5.3458 8.3979 0.119
C 0.6229 0.1758 -5.9337 0.027
C 0.8856 -0.5208 -7.0367 0.018
C 0.3890 -1.9108 -7.2060 -0.391
O 0.6300 -2.5475 -8.2096 0.103
C -0.4122 -2.4927 -6.1002 0.021
C -0.6789 -1.7973 -4.9980 0.026
C -0.1807 -0.4086 -4.8276 -0.394
O -0.4147 0.2244 -3.8223 0.111
H 0.9718 1.1905 -5.7850 0.128
H 1.4668 -0.1174 -7.8562 0.122
H -0.7648 -3.5063 -6.2420 0.101
H -1.2635 -2.2039 -4.1817 0.131
C -0.6807 -7.2685 -4.7075 0.023
C -0.0201 -8.3515 -5.1064 0.022
C -0.0736 -8.8106 -6.5182 -0.386
O 0.5248 -9.7991 -6.8814 0.107
C -0.8904 -8.0119 -7.4680 0.022
C -1.5511 -6.9290 -7.0693 0.022
C -1.4977 -6.4723 -5.6577 -0.386
O -2.0970 -5.4829 -5.2935 0.094
H -0.6584 -6.9138 -3.6848 0.123
H 0.5825 -8.9479 -4.4335 0.122
H -0.9118 -8.3645 -8.4911 0.122
H -2.1518 -6.3306 -7.7424 0.123
C 4.0293 -3.4584 -1.5796 0.023
C 4.5620 -3.8597 -2.7303 0.015
C 4.0116 -3.4094 -4.0337 -0.387
O 4.4963 -3.7785 -5.0824 0.100
C 2.8452 -2.4923 -4.0035 0.025
C 2.3099 -2.0892 -2.8541 0.037
C 2.8600 -2.5403 -1.5485 -0.378
O 2.3758 -2.1772 -0.5020 0.125
H 4.4121 -3.7724 -0.6169 0.123
H 5.4134 -4.5268 -2.7779 0.119
H 2.4633 -2.1760 -4.9661 0.105
H 1.4595 -1.4194 -2.8062 0.110
```

***

4.
ORCA calculation (ωB97M-V with the def2-TZVPD basis set) on a molecular structure, C47H43IN7ORuSbSe in a non-equilibrium geometry.

Values from the calculation:
HOMO level (alpha / beta) in Ha: -0.5533 / -0.5542
2S+1: 2
Frontier orbital gap (alpha / beta) in hartree: 0.1933 / 0.1939
<S²>: 0.779
Net charge: +3
E_LUMO (alpha / beta) in eV: -9.794 / -9.803
F_max in eV/A: 1.85

```
102
Properties=species:S:1:pos:R:3:mulliken_spin:R:1
Ru -0.1584 0.7632 -0.5112 -0.009
Se -4.2450 7.1975 0.3752 0.000
N -3.6316 5.9955 1.5128 0.000
C -3.0041 5.0863 0.8116 0.000
C -2.3633 3.9165 1.3953 0.001
C -2.3291 3.6723 2.7722 -0.001
C -1.6952 2.5424 3.2430 0.000
C -1.1192 1.6666 2.3363 -0.002
N -1.1390 1.8888 1.0203 0.000
C -1.7380 3.0133 0.5423 -0.003
C -1.6652 3.2521 -0.8995 -0.004
N -0.9710 2.3559 -1.6490 0.000
C -0.8611 2.5566 -2.9568 0.002
C -1.4510 3.6359 -3.6029 0.000
C -2.1731 4.5419 -2.8610 -0.001
C -2.2761 4.3602 -1.4765 0.003
C -2.9780 5.2945 -0.6075 0.000
N -3.5905 6.3676 -1.0373 0.000
H -2.7958 4.3843 3.4418 0.000
H -1.6403 2.3318 4.3019 0.000
H -0.6242 0.7648 2.6731 0.001
H -0.2826 1.8293 -3.5108 -0.003
H -1.3392 3.7468 -4.6723 0.000
H -2.6568 5.3979 -3.3150 0.000
C -3.4692 -4.7103 5.0390 0.000
C -2.8466 -3.5052 5.3435 0.000
C -1.9358 -2.9514 4.4570 0.000
C -1.6266 -3.6391 3.2848 -0.002
C -2.2535 -4.8403 2.9654 0.001
C -3.1696 -5.3783 3.8598 0.000
Sb -0.1948 -2.8804 1.9329 -0.005
C 0.2171 -4.5207 0.6641 -0.002
C -0.4842 -4.6422 -0.5314 0.002
C -0.2999 -5.7643 -1.3275 -0.001
C 0.5947 -6.7511 -0.9352 0.000
C 1.3016 -6.6225 0.2549 0.000
C 1.1157 -5.5099 1.0652 0.000
C 1.5895 -2.5254 3.0062 -0.001
C 1.5524 -1.8337 4.2189 0.000
C 2.7329 -1.5920 4.9053 0.000
C 3.9476 -2.0147 4.3765 0.000
C 3.9877 -2.6812 3.1592 0.000
C 2.8121 -2.9257 2.4631 0.000
H -4.2042 -5.1205 5.7187 0.000
H -3.0764 -2.9901 6.2668 0.000
H -1.4755 -2.0005 4.6931 0.000
H -2.0229 -5.3692 2.0481 0.000
H -3.6517 -6.3192 3.6295 0.000
H -1.1862 -3.8753 -0.8353 -0.001
H -0.8730 -5.8777 -2.2400 0.000
H 0.7413 -7.6283 -1.5520 0.000
H 1.9865 -7.4007 0.5660 0.000
H 1.6456 -5.4361 2.0065 0.000
H 0.6149 -1.4978 4.6433 0.000
H 2.7050 -1.0715 5.8538 0.000
H 4.8664 -1.8134 4.9112 0.000
H 4.9343 -3.0096 2.7493 0.000
H 2.8485 -3.4399 1.5110 0.000
C 3.3542 -3.0741 -1.7070 -0.011
C 2.0531 -2.8863 -2.4260 0.003
C 1.5732 -3.7421 -3.3220 0.017
C 0.2895 -3.4978 -3.9813 0.002
C -0.0646 -4.3716 -5.1352 0.000
C -0.5534 -2.5400 -3.5316 -0.009
C -0.2107 -1.7114 -2.3977 0.038
C 1.2560 -1.6559 -2.0826 0.003
N -0.9895 -0.9521 -1.6835 0.009
C -2.5067 -1.0198 -1.6250 0.001
C -3.1557 -2.2134 -2.3376 0.000
C -3.1215 0.2601 -2.1907 0.000
C -2.8748 -1.1298 -0.1395 -0.002
H 4.0171 -3.7486 -2.2457 -0.002
H 3.1637 -3.5112 -0.7222 0.003
H 3.8702 -2.1250 -1.5423 -0.006
H 2.1302 -4.6327 -3.5919 0.000
H 0.7522 -4.4000 -5.8591 0.000
H -0.9764 -4.0551 -5.6359 0.000
H -0.1935 -5.4006 -4.7860 0.000
H -1.4942 -2.4036 -4.0323 0.000
H 1.3692 -1.4884 -1.0222 0.026
H -3.2584 -2.0449 -3.4078 0.000
H -4.1641 -2.3279 -1.9403 0.000
H -2.6215 -3.1463 -2.1701 0.000
H -2.6954 0.5083 -3.1642 0.000
H -2.9923 1.0980 -1.5097 0.000
H -4.1930 0.1085 -2.3214 0.000
H -2.6733 -2.1348 0.2384 0.002
H -3.9381 -0.9261 -0.0124 0.000
H -2.3182 -0.4139 0.4629 -0.001
O 1.7548 -0.5495 1.0512 0.007
N 0.6939 -0.3039 0.7237 0.005
I 2.1070 3.0338 -0.1438 0.005
C 2.4788 1.6180 -1.6441 0.069
C 3.7027 1.6730 -2.3422 0.297
C 4.0256 0.6020 -3.1969 -0.041
C 3.1406 -0.4139 -3.3651 0.300
C 1.7768 -0.3518 -2.7726 -0.041
N 1.5596 0.7226 -1.8141 0.260
H 4.3855 2.4921 -2.1728 0.004
H 4.9886 0.5888 -3.6902 0.005
H 3.3633 -1.2612 -4.0006 0.015
H 1.0850 -0.1900 -3.6158 0.072
```